(1)
Entry from OMol25: C62H46ClIrN2OP2S2 as an isolated structure at a distorted geometry (ωB97M-V with the def2-TZVPD basis set).

## Properties
DFT total energy = -125668.710 eV
Gap between HOMO and LUMO = 7.413 eV
Energy above the lowest of the compared OMol25 structures with the same formula, charge and spin = 107.03 kJ/mol
Charge = +2

The geometry in XYZ format:
```
117
Properties=species:S:1:pos:R:3:mulliken_charge:R:1
Ir -0.279 -0.491 0.265 2.6502
O 2.422 0.819 -0.912 -0.7956
S 2.044 -0.338 -0.082 1.7816
C 3.052 -0.364 1.368 -0.8040
C 4.342 0.064 1.119 0.1446
C 5.396 -0.135 2.025 -1.4843
C 5.130 -0.863 3.153 0.2426
C 6.035 -1.317 4.271 -0.7150
C 5.111 -2.094 5.243 -0.8773
C 3.728 -1.944 4.662 0.3258
C 2.504 -2.322 5.133 -1.4101
C 1.365 -1.931 4.400 0.0625
C 1.413 -1.274 3.185 -0.3580
P -0.108 -0.462 2.616 2.2107
C -1.479 -1.344 3.443 0.4992
C -1.638 -2.713 3.212 -0.1420
C -2.702 -3.399 3.773 -0.7661
C -3.628 -2.729 4.565 -0.8082
C -3.467 -1.377 4.811 -0.8892
C -2.393 -0.687 4.260 -0.9080
C -0.016 1.189 3.348 0.7600
C -1.092 2.070 3.204 -0.5556
C -1.026 3.348 3.729 -0.7679
C 0.115 3.766 4.403 -1.0832
C 1.182 2.897 4.559 -0.8865
C 1.121 1.611 4.037 -1.0808
C 2.695 -0.979 2.612 -0.0491
C 3.805 -1.265 3.426 0.3030
C 2.684 -1.735 -0.979 -1.0340
C 3.724 -2.507 -0.524 0.6207
C 4.411 -3.419 -1.353 -1.3571
C 4.072 -3.476 -2.672 -0.0329
C 4.648 -4.267 -3.821 -0.8498
C 3.821 -3.836 -5.060 -0.8391
C 2.805 -2.857 -4.527 0.3106
C 1.804 -2.156 -5.142 -1.3214
C 0.971 -1.354 -4.343 0.3729
C 1.134 -1.189 -2.978 -0.1853
P -0.299 -0.456 -2.127 2.1903
C -1.523 -1.684 -2.703 0.7358
C -2.715 -1.355 -3.339 -0.8301
C -3.575 -2.346 -3.783 -0.8087
C -3.225 -3.680 -3.635 -1.0089
C -2.049 -3.995 -2.986 -0.1259
C -1.225 -3.020 -2.406 0.0580
C -0.580 1.146 -2.904 0.6295
C 0.507 1.817 -3.466 -0.9994
C 0.334 3.079 -4.014 -0.9606
C -0.917 3.678 -4.005 -0.7667
C -1.996 3.026 -3.427 -1.2372
C -1.831 1.770 -2.865 -0.3886
C 2.228 -1.835 -2.337 -1.3375
C 3.001 -2.686 -3.144 1.0154
H 4.545 0.531 0.162 0.6948
H 6.386 0.237 1.796 0.4911
H 6.503 -0.458 4.754 0.3198
H 6.845 -1.938 3.887 0.3378
H 5.157 -1.702 6.259 0.3550
H 5.386 -3.148 5.302 0.3078
H 2.383 -2.846 6.071 0.5186
H 0.397 -2.124 4.846 0.7170
H -0.921 -3.260 2.620 0.4238
H -2.804 -4.462 3.600 0.4711
H -4.460 -3.266 4.999 0.4302
H -4.170 -0.852 5.444 0.4813
H -2.275 0.362 4.486 0.5463
H -1.996 1.749 2.704 0.4996
H -1.869 4.018 3.618 0.5241
H 0.167 4.765 4.814 0.4322
H 2.067 3.214 5.095 0.5114
H 1.962 0.945 4.174 0.3542
H 4.042 -2.420 0.507 0.5557
H 5.212 -4.016 -0.937 0.5849
H 4.568 -5.337 -3.630 0.3051
H 5.709 -4.050 -3.945 0.3300
H 3.331 -4.684 -5.540 0.3179
H 4.446 -3.365 -5.820 0.3288
H 1.616 -2.231 -6.205 0.4774
H 0.130 -0.866 -4.826 0.6313
H -2.961 -0.325 -3.544 0.5567
H -4.497 -2.075 -4.280 0.5208
H -3.851 -4.460 -4.046 0.4777
H -1.770 -5.035 -2.859 0.4969
H -0.172 -3.290 -2.433 -0.4582
H 1.487 1.359 -3.467 0.4655
H 1.180 3.590 -4.454 0.4774
H -1.050 4.658 -4.444 0.4422
H -2.970 3.498 -3.408 0.4862
H -2.672 1.290 -2.383 0.2303
S -4.469 1.146 0.558 -0.3200
C -4.633 -0.522 0.870 -1.0464
C -3.440 -1.187 0.813 -0.9686
C -2.340 -0.342 0.481 1.6958
C -2.770 0.953 0.349 -0.5772
C -1.816 2.022 0.247 0.4903
C -2.138 3.374 0.205 -0.6162
C -1.132 4.312 0.214 -1.2202
C 0.186 3.882 0.277 -1.2583
C 0.448 2.531 0.303 -0.2695
N -0.526 1.604 0.277 1.4860
H -5.602 -0.940 1.096 0.5249
H -3.383 -2.231 1.079 0.4422
H -3.179 3.668 0.175 0.5480
H -1.367 5.368 0.181 0.5188
H 1.012 4.578 0.299 0.6307
H 1.462 2.180 0.319 0.3498
Cl 2.037 -5.501 1.479 -0.1993
C 0.671 -4.663 0.834 -0.5578
C -0.520 -5.328 0.527 -0.4693
C -1.543 -4.593 0.005 -1.2627
C -1.386 -3.222 -0.314 0.0737
N -0.327 -2.582 0.234 1.3573
C 0.707 -3.307 0.725 -0.2181
H -0.630 -6.382 0.746 0.5921
H -2.490 -5.061 -0.236 0.7146
H -2.294 -2.658 -0.272 -0.3317
H 1.547 -2.768 1.127 -0.2012
```


(2)
Entry from OMol25: C62H61BaNOP2S as an isolated structure (ωB97M-V with the def2-TZVPD basis set).

## Properties
DFT total energy = -98926.973 eV
Gap between HOMO and LUMO = 4.601 eV
Energy above the lowest of the compared OMol25 structures with the same formula, charge and spin = 0.00 kJ/mol

The geometry in XYZ format:
```
129
Properties=species:S:1:pos:R:3:mulliken_charge:R:1
Ba -0.764 -0.132 0.414 0.8687
C -1.364 -2.723 2.727 -0.4405
C -1.966 -1.875 3.851 0.6989
C -0.999 -1.820 5.030 -1.7077
C -2.359 -0.507 3.318 -0.6629
C -1.566 0.622 3.492 0.5247
C -1.942 1.854 2.973 -0.1955
C -3.131 2.009 2.269 1.1370
C -3.604 3.365 1.837 -1.6577
C -3.912 0.868 2.058 -0.7748
C -3.537 -0.363 2.580 -0.4057
H -1.188 -3.749 3.054 0.5926
H -0.384 -2.318 2.446 -0.3228
H -2.007 -2.763 1.844 -0.1434
H -2.886 -2.365 4.183 0.6259
H -0.011 -1.474 4.709 0.1953
H -0.864 -2.815 5.453 0.4975
H -1.358 -1.156 5.818 0.3580
H -0.649 0.562 4.057 -0.1702
H -1.303 2.717 3.136 0.3597
H -4.378 3.718 2.522 0.4687
H -4.032 3.343 0.838 0.2244
H -2.791 4.089 1.846 0.3609
H -4.840 0.955 1.502 0.3441
H -4.175 -1.226 2.431 0.4011
O 1.538 3.766 0.396 -0.8389
S 1.605 2.359 -0.092 2.3093
C 1.630 2.452 -1.886 -1.3347
C 1.536 3.711 -2.466 -0.3992
C 1.356 3.797 -3.839 -1.0761
C 1.247 2.638 -4.602 -0.8290
C 1.341 1.390 -4.005 -0.3278
C 1.571 1.280 -2.636 0.5893
P 1.560 -0.344 -1.741 0.2143
C 0.639 -1.455 -2.713 0.4192
C -0.877 -1.210 -2.817 2.8948
C -1.303 -1.705 -4.189 -1.1960
C -0.716 -2.768 -4.771 -0.5457
C 0.492 -3.341 -4.246 -1.3213
C 1.184 -2.606 -3.315 -0.7801
C 3.305 -0.853 -1.858 0.4230
C 3.878 -1.592 -0.829 -0.3089
C 5.193 -2.029 -0.910 -0.3873
C 5.956 -1.719 -2.025 -0.6468
C 5.396 -0.981 -3.060 -0.7207
C 4.079 -0.554 -2.980 -0.5691
C 3.265 1.749 0.239 -0.1028
C 4.315 2.113 -0.590 -0.8127
C 5.602 1.698 -0.293 -0.7719
C 5.836 0.936 0.842 -0.9862
C 4.785 0.582 1.674 -0.3740
C 3.481 0.976 1.385 -0.0192
P 2.072 0.456 2.443 2.4154
C 2.742 -1.023 3.289 0.2335
C 3.545 -0.982 4.427 0.0384
C 4.020 -2.154 4.997 -0.8465
C 3.705 -3.383 4.434 -0.6972
C 2.908 -3.438 3.300 -1.3091
C 2.423 -2.265 2.741 -0.6367
C 2.055 1.725 3.757 0.8700
C 2.381 3.050 3.466 -0.9114
C 2.248 4.034 4.437 -0.6989
C 1.796 3.711 5.707 -0.8575
C 1.476 2.394 6.007 -0.8390
C 1.599 1.411 5.038 -0.3542
H 1.575 4.591 -1.836 0.5730
H 1.268 4.769 -4.308 0.4312
H 1.071 2.712 -5.668 0.4660
H 1.201 0.475 -4.574 0.6127
H -1.035 -0.107 -2.855 -1.0866
H -2.171 -1.249 -4.654 0.3649
H -1.135 -3.174 -5.687 0.3581
H 0.933 -4.217 -4.703 0.3844
H 2.201 -2.896 -3.066 0.4147
H 3.287 -1.829 0.048 0.0840
H 5.620 -2.606 -0.099 0.4235
H 6.982 -2.057 -2.093 0.3630
H 5.984 -0.746 -3.938 0.4159
H 3.645 0.005 -3.798 0.3570
H 4.123 2.698 -1.481 0.5234
H 6.418 1.960 -0.954 0.4506
H 6.839 0.602 1.075 0.4232
H 4.980 -0.030 2.545 0.3954
H 3.807 -0.028 4.870 0.4713
H 4.644 -2.106 5.881 0.4370
H 4.077 -4.296 4.881 0.4029
H 2.653 -4.391 2.854 0.5412
H 1.789 -2.324 1.861 0.4428
H 2.720 3.329 2.478 0.1744
H 2.499 5.058 4.192 0.4783
H 1.698 4.480 6.462 0.3957
H 1.130 2.130 6.998 0.4478
H 1.362 0.385 5.297 0.4023
C -3.732 -2.519 -0.439 -1.5071
C -3.162 -2.025 -1.773 3.8754
C -3.854 -0.692 -2.087 -1.9969
C -1.641 -1.792 -1.586 -0.6503
C -3.543 -3.104 -2.799 -0.1527
C -4.475 -2.904 -3.815 -0.2091
C -4.799 -3.917 -4.711 -0.9189
C -4.211 -5.166 -4.599 -0.4904
C -3.295 -5.388 -3.578 -1.0173
C -2.970 -4.373 -2.695 -0.1614
H -3.591 -1.758 0.331 -0.2541
H -3.225 -3.433 -0.120 0.4046
H -4.804 -2.733 -0.507 0.5080
H -3.634 0.021 -1.281 -0.4581
H -4.942 -0.786 -2.141 0.8472
H -3.503 -0.263 -3.029 0.4631
H -1.165 -2.769 -1.400 -0.6032
H -4.944 -1.938 -3.944 0.3361
H -5.514 -3.723 -5.502 0.3992
H -4.457 -5.955 -5.298 0.3955
H -2.814 -6.354 -3.482 0.3662
H -2.218 -4.553 -1.938 0.2767
N -1.626 2.028 -1.463 0.9674
C -2.485 3.156 -1.438 0.6681
C -3.788 3.047 -1.912 -0.4586
C -4.636 4.145 -1.861 -0.6431
C -4.197 5.349 -1.330 -0.6083
C -2.896 5.448 -0.849 -0.5610
C -2.039 4.360 -0.900 -0.3795
H -0.693 2.303 -1.769 -0.8994
H -1.956 1.335 -2.128 0.1170
H -4.130 2.106 -2.329 0.3350
H -5.646 4.054 -2.240 0.4300
H -4.860 6.203 -1.293 0.3800
H -2.544 6.381 -0.428 0.4351
H -1.031 4.431 -0.504 0.5322
```


(3)
Entry from OMol25: C62H71Ge2N2O2RbS4 as an isolated structure at a distorted geometry (ωB97M-V with the def2-TZVPD basis set).

## Properties
DFT total energy = -229557.455 eV
Gap between HOMO and LUMO = 5.976 eV
Energy above the lowest of the compared OMol25 structures with the same formula, charge and spin = 63.86 kJ/mol
Charge = -2

The geometry in XYZ format:
```
144
Properties=species:S:1:pos:R:3:mulliken_charge:R:1
Rb -1.181 1.282 -3.091 0.4879
C -6.423 -0.053 -3.342 -1.7515
C -5.584 0.393 -2.146 0.7077
C -4.445 -0.610 -1.896 -1.1117
C -4.999 1.781 -2.295 0.2848
C -4.742 2.369 -3.528 0.0225
C -4.128 3.614 -3.611 -0.8404
C -3.759 4.306 -2.465 1.0993
C -3.104 5.661 -2.549 -1.3429
C -4.019 3.721 -1.229 -0.4201
C -4.627 2.481 -1.147 -0.6602
H -6.879 -1.024 -3.137 0.4505
H -5.800 -0.162 -4.231 0.2649
H -7.219 0.664 -3.559 0.3983
H -6.230 0.403 -1.261 0.4433
H -3.798 -0.661 -2.776 0.1016
H -4.846 -1.607 -1.702 0.4375
H -3.840 -0.306 -1.040 0.2776
H -4.994 1.857 -4.448 0.0853
H -3.912 4.034 -4.586 0.1176
H -2.305 5.748 -1.811 0.1601
H -3.831 6.453 -2.348 0.3061
H -2.683 5.826 -3.540 0.3508
H -3.715 4.225 -0.318 0.2838
H -4.788 2.034 -0.172 0.4007
C -1.742 -2.018 -7.518 -1.4442
C -1.813 -1.020 -6.390 0.3722
N -1.839 -1.373 -5.162 0.1647
O -1.758 -2.759 -4.940 -0.5233
C -1.795 0.418 -6.681 -0.1067
C -1.784 0.940 -8.095 -1.4114
N -1.709 1.191 -5.638 0.7613
O -1.607 2.478 -5.765 -0.8276
H -2.089 -2.987 -7.168 0.4277
H -0.705 -2.125 -7.848 0.2515
H -2.343 -1.695 -8.366 0.3394
H -1.479 -2.775 -4.016 0.2898
H -0.910 0.588 -8.651 0.2810
H -1.741 2.027 -8.025 0.3385
H -2.685 0.655 -8.647 0.2914
C 5.035 3.024 -2.744 -1.3230
C 4.838 1.661 -2.132 0.8389
C 4.495 0.567 -2.915 -1.1796
C 4.281 -0.691 -2.363 1.4183
C 3.929 -1.839 -3.267 -1.7104
C 4.389 -0.848 -0.972 0.3534
C 4.791 0.230 -0.180 0.6074
C 4.973 0.091 1.310 -1.2235
C 5.006 1.469 -0.770 -0.2830
C 4.127 -2.190 -0.369 -0.3149
C 5.200 -3.074 -0.283 0.3661
C 5.025 -4.360 0.196 -1.0228
C 3.758 -4.767 0.575 0.2510
C 2.672 -3.895 0.511 -0.2318
C 2.849 -2.572 0.068 -0.9693
Ge 1.265 -1.298 -0.090 0.0734
S 0.329 -1.559 -1.978 -0.3555
S 1.855 0.865 0.407 0.1286
Ge -0.106 0.869 1.597 -0.3106
S -1.809 1.694 0.633 0.0910
S -0.079 -1.415 1.757 -0.0903
C 0.152 1.721 3.432 -0.7393
C 0.752 2.989 3.544 -0.2550
C 0.903 3.602 4.785 0.1098
C 0.431 2.993 5.935 -1.1131
C -0.188 1.761 5.837 0.3800
C -0.332 1.120 4.605 -0.3482
C -1.010 -0.212 4.662 0.5585
C -2.402 -0.304 4.555 1.2909
C -3.234 0.907 4.249 -1.6274
C -3.009 -1.539 4.769 -1.2615
C -2.278 -2.665 5.106 0.7564
C -2.967 -3.967 5.426 -1.5330
C -0.896 -2.558 5.197 -0.5366
C -0.253 -1.350 4.973 0.7859
C 1.245 -1.247 5.063 -2.2214
C 1.245 3.733 2.347 0.9657
C 0.433 4.694 1.735 0.9051
C -0.918 5.054 2.282 -1.6984
C 0.893 5.313 0.575 -1.0968
C 2.133 5.020 0.033 0.4668
C 2.563 5.610 -1.285 -1.3563
C 2.965 4.141 0.716 -0.3399
C 2.542 3.504 1.873 0.7462
C 3.455 2.554 2.600 -1.3434
C 1.347 -4.452 0.913 0.7778
C 0.561 -5.133 -0.023 0.8618
C 1.029 -5.344 -1.435 -1.6252
C -0.676 -5.632 0.376 -1.1040
C -1.129 -5.501 1.679 0.6144
C -2.495 -5.989 2.085 -1.4759
C -0.294 -4.901 2.613 -0.3051
C 0.937 -4.380 2.251 0.4280
C 1.820 -3.728 3.280 -1.1539
H 4.639 3.055 -3.759 0.3347
H 6.096 3.286 -2.782 0.3269
H 4.523 3.784 -2.150 0.0433
H 4.382 0.690 -3.988 0.3117
H 4.281 -1.649 -4.282 0.5195
H 2.841 -1.955 -3.295 0.1391
H 4.353 -2.777 -2.908 0.2941
H 4.828 -0.936 1.638 0.2791
H 4.244 0.719 1.825 -0.6967
H 5.975 0.416 1.604 0.5036
H 5.287 2.309 -0.140 0.3536
H 6.179 -2.738 -0.609 0.4417
H 5.866 -5.040 0.271 0.3445
H 3.587 -5.782 0.918 0.4490
H 1.379 4.576 4.839 0.4548
H 0.539 3.478 6.899 0.3793
H -0.584 1.283 6.728 0.4535
H -2.934 1.756 4.867 0.2753
H -4.294 0.704 4.410 0.4547
H -3.097 1.210 3.206 0.0976
H -4.090 -1.611 4.687 0.2782
H -3.988 -3.975 5.045 0.3430
H -3.009 -4.119 6.509 0.3211
H -2.432 -4.815 4.995 0.2587
H -0.309 -3.436 5.452 0.4365
H 1.697 -2.220 5.255 0.5551
H 1.537 -0.554 5.856 0.5581
H 1.644 -0.857 4.123 0.0844
H -0.934 5.027 3.372 0.2996
H -1.650 4.324 1.921 0.1146
H -1.215 6.048 1.942 0.5387
H 0.250 6.032 0.077 0.1832
H 1.843 6.350 -1.635 0.3900
H 2.628 4.820 -2.036 0.2590
H 3.545 6.083 -1.207 0.3513
H 3.952 3.921 0.318 0.1968
H 4.444 2.541 2.140 0.5824
H 3.042 1.543 2.562 -0.4521
H 3.554 2.832 3.652 0.5669
H 2.095 -5.571 -1.473 0.2799
H 0.868 -4.428 -2.010 0.1424
H 0.473 -6.156 -1.908 0.5160
H -1.299 -6.132 -0.359 0.2987
H -2.946 -6.593 1.297 0.3925
H -3.147 -5.133 2.278 0.2279
H -2.446 -6.585 2.999 0.3426
H -0.624 -4.813 3.643 0.0408
H 1.425 -3.888 4.284 0.4864
H 1.865 -2.652 3.094 -0.1852
H 2.837 -4.121 3.228 0.4489
```